Record 1
Below is a structure of composition C32H61BCaN6O6S2Si, with properties calculated with the ωB97M-V functional and the def2-TZVPD basis.

Its charge is -2. For the energy above the lowest of the compared OMol25 structures with the same formula, charge and spin, the calculation gives 61.11 kJ/mol. The LUMO energy comes out at 4.2093 eV. As for the molar mass: 769.0 Da. The multiplicity is 1. The value obtained for the total energy is -104075.1423 eV.

Geometry (Å):
Ca  0.520  -0.674  0.287
C  -4.478  0.720  -1.552
C  -4.383  0.233  -0.137
C  -5.357  -0.402  0.662
C  -4.724  -0.666  1.858
C  -5.289  -1.417  3.024
N  -3.456  -0.197  1.762
N  -3.249  0.349  0.519
B  -2.160  -0.122  2.639
N  -1.722  -1.423  3.422
N  -0.840  -2.215  2.705
C  -0.515  -3.227  3.491
C  0.393  -4.315  3.005
C  -1.122  -3.083  4.754
C  -1.861  -1.928  4.672
C  -2.616  -1.304  5.802
N  -2.028  1.220  3.455
N  -0.794  1.812  3.364
C  -0.883  2.970  3.985
C  0.302  3.887  4.027
C  -2.192  3.178  4.465
C  -2.890  2.049  4.094
C  -4.355  1.807  4.283
H  -5.474  0.535  -1.958
H  -4.265  1.791  -1.615
H  -3.742  0.215  -2.183
H  -6.375  -0.662  0.402
H  -6.329  -1.131  3.182
H  -5.257  -2.497  2.851
H  -4.752  -1.219  3.941
H  -1.336  -0.068  1.810
H  0.857  -4.024  2.068
H  1.184  -4.518  3.733
H  -0.159  -5.245  2.846
H  -1.040  -3.732  5.616
H  -3.053  -2.087  6.422
H  -1.953  -0.705  6.431
H  -3.415  -0.661  5.476
H  1.220  3.323  4.202
H  0.425  4.406  3.072
H  0.190  4.636  4.811
H  -2.589  4.038  4.987
H  -4.798  2.699  4.727
H  -4.857  1.619  3.330
H  -4.565  0.976  4.951
C  4.002  -1.011  -3.645
C  3.724  -0.874  -2.149
C  3.717  -2.254  -1.520
C  4.794  -0.011  -1.488
O  2.417  -0.289  -1.916
Si  1.662  1.008  -2.660
S  -0.058  1.514  -1.707
O  1.533  0.468  -4.230
C  0.929  0.928  -5.422
C  -0.033  2.094  -5.200
C  2.060  1.366  -6.350
C  0.175  -0.256  -6.013
O  2.805  2.224  -2.846
C  3.055  3.410  -2.085
C  3.034  3.129  -0.581
C  2.017  4.472  -2.444
C  4.440  3.879  -2.509
H  4.933  -1.568  -3.786
H  4.095  -0.031  -4.124
H  3.182  -1.543  -4.132
H  4.666  -2.758  -1.723
H  2.900  -2.849  -1.929
H  3.588  -2.193  -0.443
H  5.785  -0.434  -1.689
H  4.638  0.016  -0.404
H  4.756  1.007  -1.882
H  0.499  2.969  -4.805
H  -0.806  1.829  -4.476
H  -0.496  2.362  -6.157
H  2.680  2.104  -5.834
H  1.667  1.808  -7.272
H  2.688  0.509  -6.607
H  -0.606  -0.576  -5.318
H  0.862  -1.093  -6.161
H  -0.284  0.007  -6.974
H  2.024  2.888  -0.242
H  3.398  4.005  -0.033
H  3.674  2.275  -0.344
H  1.015  4.095  -2.227
H  2.085  4.712  -3.512
H  2.189  5.387  -1.863
H  5.201  3.160  -2.193
H  4.670  4.852  -2.060
H  4.480  3.972  -3.599
C  1.863  -0.124  3.666
S  2.622  -0.363  2.101
O  4.046  -0.295  2.305
O  2.080  0.692  1.213
O  2.136  -1.680  1.621
H  2.441  0.631  4.197
H  1.887  -1.080  4.190
H  0.835  0.214  3.524
C  -1.324  -4.766  -1.780
C  -1.073  -3.696  -0.703
C  -2.430  -3.158  -0.245
C  -0.139  -2.552  -1.164
H  -1.963  -5.596  -1.423
H  -0.378  -5.189  -2.133
H  -1.822  -4.300  -2.640
H  -0.599  -4.211  0.147
H  -2.883  -2.570  -1.053
H  -2.335  -2.502  0.621
H  -3.128  -3.965  0.021
H  -0.602  -2.112  -2.074
H  0.796  -3.024  -1.525

Record 2
Below is a structure of composition C26H39BaIN4O4P, with properties calculated with the ωB97M-V functional and the def2-TZVPD basis.

Its charge is +1. The LUMO energy comes out at -2.8357 eV. As for the molar mass: 766.8 Da. The multiplicity is 1. The value obtained for the total energy is -59825.1746 eV.

Geometry (Å):
Ba  0.783  0.124  -2.304
O  0.861  5.799  -6.724
C  1.452  4.654  -6.294
O  2.509  4.334  -6.730
C  0.695  3.891  -5.252
C  -0.588  4.157  -4.821
N  -0.919  3.214  -3.928
N  0.071  2.328  -3.739
C  1.069  2.724  -4.530
C  2.381  1.940  -4.457
O  3.390  2.346  -4.953
O  2.236  0.844  -3.753
H  0.012  5.968  -6.308
H  -1.297  4.927  -5.078
H  -1.788  3.127  -3.429
C  2.628  0.686  4.733
C  2.886  1.617  3.553
C  1.745  1.521  2.525
C  1.113  0.109  2.499
C  2.204  -0.922  2.807
C  2.655  -0.780  4.269
P  0.338  -0.235  0.864
C  -1.253  0.730  0.787
C  -2.148  0.695  2.050
C  -2.048  1.994  2.843
C  -2.560  3.187  2.023
C  -2.266  3.017  0.523
C  -1.010  2.177  0.309
C  -0.306  -1.986  0.873
C  -0.776  -2.572  2.235
C  -0.234  -3.978  2.488
C  -0.492  -4.914  1.310
C  -0.001  -4.312  -0.026
C  0.657  -2.940  0.149
H  1.654  0.926  5.171
H  3.364  0.845  5.520
H  3.836  1.349  3.086
H  2.988  2.650  3.887
H  2.129  1.774  1.532
H  0.978  2.260  2.761
H  0.343  0.050  3.275
H  3.043  -0.752  2.126
H  1.865  -1.942  2.629
H  3.661  -1.190  4.371
H  2.007  -1.381  4.911
H  -1.804  0.221  -0.017
H  -1.888  -0.155  2.682
H  -3.188  0.541  1.751
H  -1.008  2.159  3.134
H  -2.611  1.909  3.773
H  -2.098  4.105  2.390
H  -3.635  3.303  2.168
H  -2.161  3.993  0.046
H  -3.107  2.516  0.032
H  -0.169  2.632  0.840
H  -0.739  2.193  -0.758
H  -1.187  -1.919  0.221
H  -1.868  -2.602  2.250
H  -0.480  -1.929  3.065
H  -0.692  -4.381  3.393
H  0.840  -3.934  2.690
H  -1.561  -5.128  1.249
H  -0.001  -5.869  1.497
H  -0.847  -4.187  -0.709
H  0.696  -4.991  -0.520
H  0.884  -2.559  -0.856
H  1.607  -3.019  0.682
I  -4.206  -4.352  -4.067
C  -2.295  -3.650  -3.751
C  -1.109  -4.304  -3.984
N  -0.127  -3.460  -3.620
N  -0.597  -2.287  -3.163
C  -1.918  -2.399  -3.240
H  -0.902  -5.286  -4.373
H  0.865  -3.630  -3.661
H  -2.562  -1.593  -2.924

Record 3
Below is a cluster of 6 separate species, C34H36FNO4S in total, with properties calculated with the ωB97M-V functional and the def2-TZVPD basis.

Its charge is 0. The LUMO energy comes out at -0.7710 eV. As for the molar mass: 573.7 Da. The SMILES is [H]/N=C/C[C@]1(F)COS(=O)(=O)O1.c1ccccc1.c1ccccc1.c1ccccc1.c1ccccc1.c1ccccc1. The multiplicity is 1. The value obtained for the total energy is -59068.8636 eV.

Geometry (Å):
H  4.986  -3.289  0.478
N  4.583  -2.329  0.704
C  3.249  -2.461  1.003
C  2.238  -1.195  1.404
C  0.794  -1.562  0.688
F  1.256  -1.928  -0.702
C  -0.306  -0.376  0.432
O  -1.550  -1.163  0.142
S  -1.302  -2.842  0.491
O  -1.086  -3.807  -0.722
O  -2.202  -3.501  1.586
O  0.212  -2.745  1.342
H  2.789  -3.562  0.997
H  2.662  -0.194  0.912
H  2.140  -1.086  2.587
H  -0.039  0.154  -0.601
H  -0.424  0.318  1.367
C  -3.005  1.550  2.371
C  -4.207  1.727  3.057
C  -4.505  2.961  3.634
C  -3.600  4.017  3.529
C  -2.395  3.837  2.851
C  -2.098  2.604  2.270
H  -2.776  0.590  1.915
H  -4.911  0.903  3.141
H  -5.443  3.100  4.166
H  -3.834  4.979  3.976
H  -1.687  4.659  2.774
H  -1.159  2.465  1.740
C  5.331  -5.974  -2.399
C  4.851  -4.665  -2.376
C  3.479  -4.425  -2.331
C  2.584  -5.495  -2.313
C  3.062  -6.804  -2.345
C  4.436  -7.044  -2.387
H  6.401  -6.161  -2.428
H  5.549  -3.831  -2.393
H  3.106  -3.404  -2.309
H  1.514  -5.308  -2.275
H  2.365  -7.638  -2.337
H  4.809  -8.065  -2.409
C  -0.247  4.659  -1.286
C  -1.448  4.837  -0.600
C  -1.747  6.071  -0.023
C  -0.841  7.127  -0.128
C  0.364  6.947  -0.806
C  0.661  5.714  -1.386
H  -0.017  3.700  -1.741
H  -2.152  4.013  -0.516
H  -2.684  6.209  0.509
H  -1.075  8.089  0.320
H  1.072  7.768  -0.883
H  1.599  5.575  -1.917
C  -3.670  8.169  4.897
C  -3.081  9.046  5.807
C  -3.852  9.636  6.808
C  -5.215  9.352  6.896
C  -5.806  8.481  5.981
C  -5.034  7.889  4.982
H  -3.067  7.704  4.122
H  -2.019  9.270  5.737
H  -3.392  10.317  7.519
H  -5.816  9.809  7.677
H  -6.870  8.264  6.045
H  -5.494  7.209  4.270
C  2.563  -9.810  -7.946
C  3.708  -10.077  -7.197
C  3.974  -9.343  -6.041
C  3.095  -8.338  -5.637
C  1.955  -8.064  -6.391
C  1.688  -8.800  -7.545
H  2.354  -10.386  -8.843
H  4.395  -10.859  -7.513
H  4.864  -9.555  -5.455
H  3.300  -7.768  -4.735
H  1.273  -7.277  -6.079
H  0.798  -8.588  -8.132

Record 4
Below is a structure of composition C3H10N2O3, with properties calculated with the ωB97M-V functional and the def2-TZVPD basis.

Its charge is 0. For the energy above the lowest of the compared OMol25 structures with the same formula, charge and spin, the calculation gives 209.76 kJ/mol. The LUMO energy comes out at 0.6679 eV. As for the molar mass: 122.1 Da. The multiplicity is 1. The value obtained for the total energy is -12394.5611 eV.

Geometry (Å):
C  1.513  -1.240  0.289
O  1.791  -1.133  -0.963
O  0.596  -2.130  0.741
H  1.127  -0.183  -1.407
H  -0.245  -1.983  0.228
H  2.343  -1.162  1.002
H  0.809  0.017  0.485
C  -1.344  0.430  0.210
C  0.072  0.923  -0.133
N  0.366  2.187  0.426
N  -1.567  -0.874  -0.428
O  0.429  0.769  -1.392
H  0.331  2.234  1.434
H  1.213  2.588  0.045
H  -2.515  -1.195  -0.268
H  -1.428  -0.779  -1.430
H  -2.038  1.209  -0.131
H  -1.455  0.322  1.291